No. 1
ORCA calculation (ωB97M-V/def2-TZVPD) on a 12-piece molecular cluster, C31H91N15O12 overall in a non-equilibrium geometry.

Each line ends with the Mulliken charge.
Element x y z (Å)
C  0.767  0.427  5.900  -1.40
C  1.594  1.737  5.900  0.10
C  2.362  1.978  4.618  0.41
O  3.450  1.107  4.525  -0.46
C  4.218  1.294  3.294  0.15
N  0.630  2.810  6.008  -0.71
H  0.408  0.390  6.929  0.48
H  1.407  -0.432  5.701  0.33
H  -0.048  0.478  5.179  0.28
H  2.251  1.760  6.769  0.57
H  2.676  3.022  4.638  0.11
H  1.745  1.790  3.740  -0.36
H  3.753  0.981  2.360  -0.22
H  5.164  0.804  3.522  0.28
H  4.464  2.356  3.287  0.23
H  1.048  3.631  6.421  0.24
H  0.104  2.450  6.791  0.23
C  0.209  0.636  1.343  1.14
C  0.796  -0.780  1.063  -0.15
C  0.292  -1.446  -0.299  -0.03
O  1.013  -2.605  -0.635  -0.22
C  0.690  -3.090  -1.974  -0.56
N  2.186  -0.614  1.074  0.63
H  -0.873  0.673  1.213  -0.49
H  0.690  1.397  0.729  -0.19
H  0.252  0.921  2.394  -0.76
H  0.506  -1.453  1.871  0.53
H  0.470  -0.674  -1.047  0.19
H  -0.772  -1.624  -0.148  -0.10
H  0.777  -2.352  -2.771  0.25
H  -0.258  -3.627  -2.001  0.25
H  1.450  -3.837  -2.204  0.24
H  2.446  0.134  1.701  -0.90
H  2.607  -1.456  1.441  0.23
C  -6.718  -3.324  2.589  -1.62
C  -6.832  -2.273  1.549  0.59
C  -5.518  -1.689  1.193  -0.28
O  -4.652  -1.359  2.306  -0.49
C  -3.389  -0.902  1.890  0.34
N  -7.647  -2.688  0.412  -0.62
H  -6.055  -3.023  3.400  0.36
H  -6.281  -4.271  2.275  0.33
H  -7.716  -3.550  2.964  0.44
H  -7.316  -1.428  2.039  0.17
H  -5.687  -0.743  0.680  0.13
H  -4.921  -2.284  0.502  0.11
H  -3.567  -0.111  1.161  -0.21
H  -2.834  -1.698  1.394  0.29
H  -2.774  -0.430  2.657  0.05
H  -7.985  -1.829  0.002  0.27
H  -8.507  -3.142  0.686  0.25
C  -3.243  -2.130  -1.860  -0.82
C  -4.191  -2.091  -3.091  0.37
C  -5.658  -2.312  -2.788  -0.34
O  -6.420  -2.383  -3.990  -0.41
C  -6.163  -3.392  -4.869  -0.77
N  -3.942  -0.775  -3.719  -0.40
H  -3.340  -3.118  -1.410  0.80
H  -3.513  -1.321  -1.181  -0.38
H  -2.191  -2.089  -2.144  0.02
H  -3.720  -2.787  -3.785  0.30
H  -6.041  -1.516  -2.151  0.00
H  -5.815  -3.267  -2.286  0.45
H  -5.164  -3.825  -4.916  0.31
H  -6.464  -3.201  -5.899  0.29
H  -6.731  -4.279  -4.590  0.31
H  -4.724  -0.560  -4.321  0.36
H  -3.960  -0.080  -2.987  -0.13
C  0.930  4.737  -0.136  -1.02
C  2.461  4.798  -0.112  0.27
C  3.172  4.045  1.057  0.12
O  2.685  4.543  2.266  0.03
C  3.424  5.684  2.747  -0.94
N  3.009  4.420  -1.390  -0.66
H  0.507  5.284  0.707  0.29
H  0.631  3.698  0.005  -0.14
H  0.592  5.178  -1.073  0.51
H  2.636  5.873  -0.064  0.44
H  4.239  4.135  0.849  0.38
H  3.006  2.973  0.955  -0.55
H  2.859  6.286  3.458  0.25
H  3.654  6.428  1.985  0.36
H  4.385  5.376  3.160  0.32
H  3.803  5.028  -1.531  0.28
H  2.397  4.820  -2.087  0.20
C  -2.180  2.191  -4.619  -1.57
C  -1.051  1.526  -3.781  0.69
C  -0.142  2.576  -3.188  -1.28
O  -1.554  0.647  -2.787  -0.47
H  -2.845  2.725  -3.940  0.33
H  -2.794  1.610  -5.306  0.34
H  -1.848  2.963  -5.314  0.46
H  -0.400  0.959  -4.447  0.41
H  0.270  3.184  -3.993  0.53
H  0.702  2.077  -2.711  0.02
H  -0.723  3.165  -2.478  0.35
H  -2.139  0.068  -3.282  0.03
C  2.974  -1.120  -5.422  -1.18
C  3.338  -2.374  -4.563  1.96
C  2.812  -3.687  -5.167  -1.64
O  4.750  -2.566  -4.689  -0.62
H  3.680  -0.807  -6.191  0.36
H  3.050  -0.300  -4.708  0.21
H  1.954  -1.234  -5.791  0.30
H  3.051  -2.305  -3.514  -0.80
H  3.279  -4.053  -6.081  0.39
H  1.725  -3.652  -5.241  0.34
H  3.073  -4.503  -4.494  0.38
H  5.243  -1.855  -4.273  0.33
C  3.930  0.883  -1.556  0.57
O  4.868  1.395  -2.156  -0.81
N  2.850  1.486  -1.101  0.61
N  3.814  -0.410  -1.407  0.26
H  2.116  1.002  -0.604  -0.47
H  2.798  2.479  -1.280  -0.13
H  4.502  -1.037  -1.798  0.20
H  3.208  -0.794  -0.696  -0.48
C  -4.020  1.771  -0.591  0.06
O  -4.651  1.243  -1.478  -0.70
N  -4.445  2.348  0.487  -0.19
N  -2.733  1.866  -0.583  0.43
H  -3.829  2.432  1.283  0.49
H  -5.432  2.542  0.569  0.24
H  -2.192  1.441  -1.322  -0.05
H  -2.194  2.325  0.138  -0.03
C  3.544  -5.387  0.020  0.66
O  3.244  -6.104  -0.907  -0.71
N  3.282  -4.189  0.215  0.09
N  4.251  -5.854  1.062  -0.39
H  2.695  -3.689  -0.437  -0.18
H  3.791  -3.672  0.918  0.00
H  4.568  -6.803  0.927  0.22
H  4.320  -5.341  1.929  0.19
C  -1.828  2.966  3.334  0.38
O  -2.656  2.605  2.561  -0.75
N  -1.581  2.281  4.392  -0.32
N  -1.001  3.938  3.186  -0.23
H  -0.765  2.511  4.941  0.22
H  -2.097  1.413  4.417  0.24
H  -1.066  4.470  2.329  0.14
H  -0.333  4.189  3.901  0.11
C  5.194  -2.167  2.102  0.87
O  4.082  -2.558  2.387  -0.81
N  5.418  -1.188  1.230  -0.16
N  6.346  -2.611  2.498  -0.43
H  4.659  -0.734  0.742  -0.14
H  6.393  -1.071  0.993  0.18
H  7.235  -2.329  2.110  0.14
H  6.306  -3.102  3.380  0.28

- energy above the lowest of the compared OMol25 structures with the same formula, charge and spin (kJ/mol) = 271.5
- 2S+1 = 1
- SMILES = COC[C@H](C)N.COC[C@H](C)N.COC[C@H](C)N.COC[C@H](C)N.COC[C@H](C)N.NC(N)=O.NC(N)=O.NC(N)=O.NC(N)=O.NC(N)=O.CC(C)O.CC(C)O

=====

No. 2
ORCA calculation (ωB97M-V/def2-TZVPD) on a 2-piece molecular cluster, C3H9NOS overall in a non-equilibrium geometry.

Each line ends with the natural charge from an NBO analysis.
Element x y z (Å)
C  1.883  -0.021  0.698  -0.61
C  0.835  -0.736  -0.062  -0.25
C  -2.476  -0.265  1.072  0.29
N  -0.113  0.253  -0.483  -0.91
O  -3.186  -1.062  1.607  -0.51
S  -0.064  0.624  -1.985  0.74
H  2.590  0.471  -0.031  0.20
H  1.398  0.692  1.421  0.22
H  2.456  -0.716  1.181  0.20
H  1.147  -1.393  -0.880  0.17
H  0.258  -1.488  0.541  0.19
H  -2.821  0.586  0.422  0.07
H  -1.387  -0.316  0.864  0.14
H  0.626  2.008  -2.304  -0.04
H  -1.145  1.362  -2.061  0.09

- energy above the lowest of the compared OMol25 structures with the same formula, charge and spin (kJ/mol) = 471.8
- 2S+1 = 1

=====

No. 3
ORCA calculation (ωB97M-V/def2-TZVPD) on C4H7ClF2O3S in the gas phase in a non-equilibrium geometry.

Each line ends with the natural charge from an NBO analysis.
Element x y z (Å)
C  -0.713  -0.987  -1.247  -0.63
C  -0.930  -0.668  1.174  -0.65
C  0.048  -0.878  0.071  0.17
C  0.943  0.387  0.010  0.49
O  -0.836  2.039  -1.212  -0.89
O  -0.425  2.456  1.141  -0.88
O  0.946  -2.008  0.103  -0.71
F  2.004  0.402  -0.913  -0.33
F  1.658  0.612  1.243  -0.36
S  0.038  2.048  -0.129  2.07
Cl  1.602  3.286  -0.538  -0.18
H  0.014  -1.369  -2.014  0.24
H  -1.488  -1.700  -1.094  0.23
H  -1.111  0.005  -1.482  0.24
H  -0.460  -0.472  2.223  0.24
H  -1.533  0.156  0.969  0.23
H  -1.668  -1.542  1.397  0.25
H  1.910  -1.768  0.297  0.49

- 2S+1 = 1
- SMILES = CC(C)(O)C(F)(F)S(=O)(=O)Cl

=====

No. 4
ORCA calculation (ωB97M-V/def2-TZVPD) on ClH14O7Zr as an isolated structure in a non-equilibrium geometry.

Each line ends with the natural charge from an NBO analysis.
Element x y z (Å)
Zr  -0.182  -0.267  -0.369  2.34
Cl  -1.532  -2.928  -2.771  0.27
O  -0.123  -3.177  1.561  -0.97
H  -0.697  -3.272  2.321  0.51
H  0.546  -3.852  1.680  0.52
O  -1.175  2.588  1.377  -0.99
H  -1.447  2.662  2.292  0.52
H  -1.245  3.478  1.033  0.52
O  2.113  0.103  2.276  -0.98
H  2.731  0.831  2.344  0.51
H  2.378  -0.502  2.968  0.52
O  -1.987  1.508  -2.632  -0.98
H  -1.766  1.956  -3.449  0.52
H  -2.896  1.755  -2.461  0.52
O  -3.359  -0.864  0.590  -0.98
H  -3.831  -0.362  1.254  0.52
H  -3.983  -1.531  0.303  0.52
O  2.045  2.135  -1.235  -0.98
H  2.222  2.983  -0.827  0.52
H  2.568  2.142  -2.038  0.52
O  2.839  -1.695  -1.317  -0.97
H  3.142  -2.213  -2.063  0.52
H  3.638  -1.476  -0.837  0.51

- net charge = +3
- energy above the lowest of the compared OMol25 structures with the same formula, charge and spin (kJ/mol) = 1418.4
- 2S+1 = 1

=====

Number 1: energy -2959.93018 a.u., M 866.16 g/mol, Kohn-Sham gap 8.88 eV. Number 2: energy -647.71838 a.u., M 107.18 g/mol, Kohn-Sham gap 8.99 eV. Number 3: energy -1440.38865 a.u., M 208.61 g/mol, Kohn-Sham gap 11.27 eV. Number 4: energy -1040.85122 a.u., M 252.78 g/mol, Kohn-Sham gap 4.50 eV.